Entry 1:
Here is C27H44BrN3OP2Zn as an isolated structure from the Open Molecules 2025 dataset. Energies are from ωB97M-V/def2-TZVPD.

* lowest unoccupied orbital energy (alpha / beta): -8.943 / -8.942 eV
* E_tot: -172247.596 eV
* highest occupied orbital energy (alpha / beta): -0.472 / -0.472 Ha
* ΔE to the lowest compared entry with this formula, charge and spin: 3.7928 eV
* HOMO-LUMO gap (alpha / beta): 3.90 / 3.90 eV
* total charge: +2
* spin multiplicity: 1

Cartesian coordinates (Å):
Br1 -2.92 -0.03 0.57
Zn1 -0.74 0.35 -5.45
P1 -1.97 -1.87 -4.61
P2 1.97 -0.90 -1.74
O1 1.21 0.14 1.73
N1 0.48 0.68 3.88
N2 2.36 1.64 3.04
N3 -0.68 6.21 -7.72
C1 -3.09 1.69 -1.65
C2 -3.98 -3.01 -2.89
C3 -0.52 6.15 -6.40
C4 -0.67 2.43 -5.71
C5 1.92 -2.41 -0.68
C6 3.13 0.17 -0.77
C7 3.00 -3.46 -0.85
C8 -0.17 -2.02 -4.17
C9 -3.44 -0.12 -6.23
C10 3.29 -0.16 -4.11
C11 -0.78 2.02 -4.47
C12 0.18 -3.52 -4.05
C13 -2.55 2.23 -2.81
C14 1.32 0.77 2.81
C15 -0.74 3.82 -7.82
C16 -0.82 5.08 -8.42
C17 -0.45 4.92 -5.72
C18 -1.16 2.11 -3.07
C19 -0.67 -0.21 3.88
C20 -0.31 1.80 -1.99
C21 4.57 -0.30 -0.64
C22 -0.61 3.70 -6.43
C23 -2.23 1.05 -0.74
C24 -3.27 -0.53 -4.76
C25 -2.55 -2.47 -2.96
C26 2.99 -1.36 -3.21
C27 -0.85 1.27 -0.83
H1 2.43 -2.12 -3.77
H2 -1.60 0.38 3.94
H3 -2.44 -1.57 -2.33
H4 0.93 -2.85 -0.87
H5 -2.54 -0.38 -6.82
H6 -4.71 -2.35 -3.36
H7 -4.30 -0.64 -6.67
H8 -0.80 2.95 -8.47
H9 -0.99 5.22 -9.49
H10 1.88 -2.03 0.36
H11 2.92 1.89 2.24
H12 -4.16 1.76 -1.46
H13 5.06 -0.48 -1.60
H14 1.23 -3.68 -3.80
H15 4.02 -3.06 -0.77
H16 2.66 0.25 0.23
H17 0.78 1.87 -2.13
H18 -3.18 2.65 -3.60
H19 0.70 1.20 4.69
H20 -0.20 1.00 0.00
H21 -0.41 -4.02 -3.28
H22 -0.02 -4.04 -5.00
H23 -0.65 -0.79 2.96
H24 5.14 0.48 -0.12
H25 3.49 -0.51 -5.13
H26 -3.59 0.96 -6.32
H27 0.45 -1.55 -4.96
H28 2.23 2.32 3.77
H29 -4.09 -4.00 -3.37
H30 -0.24 4.91 -4.65
H31 2.45 0.54 -4.15
H32 -4.27 -3.12 -1.84
H33 -0.43 7.09 -5.85
H34 2.92 -3.97 -1.82
H35 4.18 0.39 -3.77
H36 2.89 -4.23 -0.07
H37 -1.88 -3.22 -2.54
H38 -2.99 0.32 -4.11
H39 3.09 1.17 -1.24
H40 4.65 -1.20 -0.02
H41 -4.22 -0.93 -4.39
H42 -0.62 -0.86 4.76
H43 3.92 -1.83 -2.86
H44 0.00 -1.50 -3.21


Entry 2:
Here is a 9-piece molecular cluster, C27H44Cl17N3 overall from the Open Molecules 2025 dataset. Energies are from ωB97M-V/def2-TZVPD.

* lowest unoccupied orbital energy: -0.179 eV
* E_tot: -246064.606 eV
* highest occupied orbital energy: -0.306 Ha
* HOMO-LUMO gap: 8.15 eV
* SMILES string: Nc1cnc2c(CCCCl)cccc2n1.ClCCCl.ClCCCl.ClCCCl.ClCCCl.ClCCCl.ClCCCl.ClCCCl.ClCCCl
* total charge: 0
* spin multiplicity: 1

Cartesian coordinates (Å):
Cl1 3.26 -5.78 -1.07
Cl2 -3.33 10.86 7.30
Cl3 -2.68 10.52 3.96
Cl4 -4.40 8.07 2.16
Cl5 4.05 -2.13 2.20
Cl6 3.48 -3.58 6.30
Cl7 -1.92 -2.64 -3.48
Cl8 -1.94 3.49 -1.43
Cl9 -4.94 2.54 -1.13
Cl10 -7.13 4.35 0.76
Cl11 -2.32 6.18 0.24
Cl12 7.38 -2.55 2.78
Cl13 0.15 -3.16 5.71
Cl14 6.18 -9.11 1.73
Cl15 2.57 -5.38 2.25
Cl16 -0.22 4.90 -4.02
Cl17 7.93 -6.29 2.51
N1 3.87 -3.61 -3.36
N2 2.72 -1.51 -3.66
N3 0.80 -2.95 -5.54
C1 5.85 -7.46 1.16
C2 1.84 -3.53 -4.87
C3 -4.27 10.49 4.75
C4 -0.63 0.59 -5.59
C5 4.81 -2.89 3.63
C6 1.39 0.57 -4.04
C7 2.21 -3.27 7.51
C8 0.29 1.31 -4.64
C9 -0.13 5.35 -2.30
C10 7.12 -6.66 0.97
C11 -1.39 -1.57 -6.81
C12 -2.77 -1.74 -6.05
C13 -4.34 11.42 5.94
C14 -0.29 4.16 -1.39
C15 0.73 -1.60 -5.22
C16 2.79 -2.82 -3.96
C17 6.12 -2.24 3.99
C18 0.90 -3.92 7.14
C19 1.64 -0.90 -4.30
C20 -3.66 5.60 1.25
C21 -4.81 6.57 1.29
C22 -6.29 1.91 -0.15
C23 1.65 -5.80 -0.29
C24 1.57 -4.85 0.88
C25 -0.40 -0.81 -5.84
C26 -2.82 -2.94 -5.04
C27 -7.48 2.85 -0.13
H1 -1.59 -0.83 -7.66
H2 3.42 -4.23 -2.67
H3 1.02 -4.98 6.93
H4 5.32 -7.55 0.21
H5 -3.27 5.40 2.25
H6 -5.66 6.13 1.81
H7 -2.54 -3.93 -5.48
H8 -0.88 6.11 -2.10
H9 0.40 3.36 -1.65
H10 -0.97 -2.51 -7.23
H11 0.19 -3.82 7.96
H12 -6.59 0.96 -0.59
H13 2.11 -2.19 7.62
H14 1.98 -4.63 -5.02
H15 -3.99 4.65 0.83
H16 0.93 -5.51 -1.06
H17 6.02 -1.16 4.10
H18 7.83 -7.18 0.33
H19 0.54 -4.80 1.24
H20 -5.00 10.80 4.00
H21 2.57 -3.67 8.45
H22 6.48 -2.64 4.94
H23 4.93 -3.95 3.42
H24 4.20 -4.22 -4.12
H25 -4.49 9.46 5.04
H26 -0.10 4.45 -0.35
H27 1.44 -6.83 0.01
H28 -3.91 -3.06 -4.73
H29 -7.79 3.13 -1.14
H30 -5.92 1.72 0.85
H31 4.10 -2.78 4.45
H32 -1.48 1.12 -6.10
H33 6.89 -5.70 0.50
H34 2.07 1.10 -3.33
H35 -5.14 6.85 0.28
H36 -4.02 12.43 5.68
H37 1.88 -3.84 0.60
H38 5.18 -6.98 1.88
H39 0.07 2.38 -4.43
H40 0.85 5.81 -2.14
H41 -3.58 -1.92 -6.82
H42 -5.36 11.48 6.31
H43 -8.32 2.37 0.36
H44 -2.98 -0.78 -5.51


Entry 3:
Here is C27H44Cl2IrNO2P as an isolated structure from the Open Molecules 2025 dataset. Energies are from ωB97M-V/def2-TZVPD.

* ⟨S²⟩: 6.04
* lowest unoccupied orbital energy (alpha / beta): 2.534 / 1.996 eV
* E_tot: -71471.235 eV
* highest occupied orbital energy (alpha / beta): -0.034 / -0.192 Ha
* HOMO-LUMO gap (alpha / beta): 3.45 / 7.22 eV
* total charge: -1
* spin multiplicity: 5

Cartesian coordinates (Å):
Ir1 -0.37 0.99 1.65
Cl1 -2.59 0.52 1.07
Cl2 1.74 0.63 2.54
P1 0.23 -0.79 -0.14
O1 -1.16 -0.10 3.70
O2 -0.91 2.09 3.37
N1 -1.26 2.96 5.54
C1 -1.52 5.67 -1.34
C2 -1.30 1.09 4.09
C3 -0.93 -0.69 -1.58
C4 -0.68 -4.47 2.69
C5 0.86 -2.61 1.91
C6 2.00 -0.64 -0.64
C7 4.08 -1.78 -1.42
C8 -1.71 3.55 -0.19
C9 -2.30 4.61 -0.86
C10 -1.62 -4.17 1.51
C11 0.76 -4.06 2.40
C12 2.58 -1.94 -1.21
C13 -2.20 0.70 -3.22
C14 -0.13 5.67 -1.13
C15 -1.67 -1.76 -3.71
C16 -1.07 0.71 -2.18
C17 -0.57 -1.72 -2.65
C18 0.48 4.60 -0.49
C19 -0.02 -2.44 0.66
C20 -1.88 1.60 5.39
C21 -1.98 -0.37 -4.29
C22 0.37 2.38 0.55
C23 -1.48 -2.73 1.02
C24 4.44 -0.54 -2.25
C25 2.24 0.54 -1.60
C26 3.75 0.74 -1.77
C27 -0.29 3.50 -0.04
H1 2.39 -2.78 -0.53
H2 -1.80 -2.02 1.81
H3 -0.43 -2.72 -2.22
H4 -2.31 2.73 0.20
H5 -1.99 6.50 -1.86
H6 -0.72 -5.54 2.93
H7 -0.13 1.01 -2.66
H8 4.46 -2.69 -1.91
H9 -2.16 -2.56 0.17
H10 4.18 1.04 -0.80
H11 1.18 -4.72 1.62
H12 -1.32 3.47 4.64
H13 -1.64 0.95 6.23
H14 2.49 -0.40 0.32
H15 -1.14 -0.07 -4.93
H16 0.38 -1.43 -3.12
H17 -2.96 1.71 5.28
H18 -3.38 4.61 -1.01
H19 1.46 2.45 0.57
H20 -2.86 -0.44 -4.93
H21 1.79 0.31 -2.57
H22 5.53 -0.40 -2.24
H23 1.77 1.45 -1.22
H24 -2.58 -2.16 -3.24
H25 -1.37 -2.45 -4.50
H26 -1.37 -4.84 0.68
H27 -1.04 -3.93 3.58
H28 3.93 1.56 -2.48
H29 0.47 6.51 -1.48
H30 4.57 -1.71 -0.44
H31 -1.90 -0.94 -1.12
H32 -2.66 -4.36 1.79
H33 -2.27 1.70 -3.68
H34 -0.26 2.84 5.75
H35 0.51 -1.92 2.69
H36 4.16 -0.72 -3.30
H37 -3.15 0.52 -2.70
H38 -1.28 1.44 -1.40
H39 1.38 -4.18 3.30
H40 2.08 -2.17 -2.16
H41 1.90 -2.35 1.72
H42 1.57 4.59 -0.32
H43 0.30 -3.15 -0.13
H44 -1.68 3.50 6.30


Entry 4:
Here is C27H44Cl2NOPRh as an isolated structure from the Open Molecules 2025 dataset. Energies are from ωB97M-V/def2-TZVPD.

* ⟨S²⟩: 6.03
* lowest unoccupied orbital energy (alpha / beta): 2.736 / 2.715 eV
* E_tot: -69593.442 eV
* highest occupied orbital energy (alpha / beta): -0.078 / -0.161 Ha
* ΔE to the lowest compared entry with this formula, charge and spin: 0.1319 eV
* HOMO-LUMO gap (alpha / beta): 4.87 / 7.10 eV
* total charge: -1
* spin multiplicity: 5

Cartesian coordinates (Å):
Rh1 0.09 0.20 3.53
Cl1 2.31 0.24 2.97
Cl2 -1.94 -0.47 2.69
P1 0.21 -0.81 -0.91
O1 0.33 -1.01 4.99
N1 -1.71 -0.74 5.94
C1 -0.62 5.57 2.78
C2 3.41 1.76 -1.82
C3 1.16 -4.81 -1.80
C4 -2.56 0.84 -3.74
C5 3.75 1.39 -3.27
C6 1.80 -0.20 -1.69
C7 -0.25 1.70 4.54
C8 -1.19 5.30 4.03
C9 -1.26 -3.19 -1.30
C10 2.12 -0.54 -3.16
C11 -0.47 -1.29 5.88
C12 -1.22 0.27 -3.26
C13 -1.04 4.04 4.60
C14 0.06 -2.51 -1.69
C15 1.99 1.31 -1.46
C16 -1.22 0.09 -1.73
C17 3.55 -0.11 -3.52
C18 -0.04 -2.27 6.93
C19 -0.16 -5.48 -1.42
C20 -2.86 2.01 -1.51
C21 -1.52 1.43 -1.03
C22 -0.34 3.02 3.93
C23 -2.88 2.17 -3.04
C24 0.10 4.58 2.11
C25 -1.35 -4.62 -1.86
C26 1.25 -3.38 -1.23
C27 0.24 3.32 2.68
H1 2.56 -0.70 -1.08
H2 -1.01 -0.68 -3.76
H3 2.00 -1.62 -3.34
H4 -1.37 -4.57 -2.96
H5 3.76 -0.35 -4.57
H6 2.20 -2.92 -1.53
H7 -1.49 3.83 5.57
H8 -0.20 -5.61 -0.32
H9 4.79 1.68 -3.50
H10 0.55 4.79 1.15
H11 1.25 -4.76 -2.89
H12 0.21 -3.24 6.44
H13 1.77 1.56 -0.41
H14 -2.29 -5.08 -1.55
H15 2.01 -5.40 -1.44
H16 0.86 -1.89 7.45
H17 -0.84 -2.45 7.68
H18 1.25 -3.42 -0.13
H19 -3.04 2.98 -1.03
H20 4.13 1.27 -1.14
H21 -2.13 2.92 -3.33
H22 0.09 -2.43 -2.78
H23 -1.33 -3.23 -0.20
H24 -2.12 -2.61 -1.65
H25 4.26 -0.68 -2.92
H26 -2.54 0.98 -4.83
H27 -3.36 0.12 -3.52
H28 3.52 2.84 -1.67
H29 -2.04 -0.05 5.25
H30 0.83 2.56 2.17
H31 -2.36 -0.99 6.70
H32 -0.42 0.97 -3.53
H33 3.10 1.96 -3.95
H34 1.27 1.87 -2.08
H35 -1.53 1.28 0.06
H36 -0.73 6.56 2.34
H37 1.41 -0.03 -3.82
H38 -3.86 2.55 -3.37
H39 -0.51 1.67 5.60
H40 -2.06 -0.58 -1.48
H41 -1.74 6.08 4.56
H42 -0.72 2.15 -1.24
H43 -3.67 1.34 -1.21
H44 -0.22 -6.48 -1.86